No. 1
75
Properties=species:S:1:pos:R:3:mulliken_charge:R:1 method="wB97M-V/def2-TZVPD" lumo_ev=-5.59 total_charge=+2 relative_energy_ev=0.000 homo_energy_ev=-11.57
Au 0.02170 -0.38194 0.55468 1.109
N 6.84622 1.12875 4.34784 -0.466
C 5.90036 1.22899 3.38203 1.180
C 5.49064 0.08782 2.66434 -0.951
C 4.54148 0.18842 1.67721 -0.345
C 3.98103 1.43450 1.38854 -0.123
C 4.36611 2.57348 2.08948 -0.402
C 5.31941 2.47237 3.07611 -0.817
S 2.77018 1.54144 0.16381 1.177
O 2.95935 0.51730 -0.81913 -0.509
O 2.54908 2.89833 -0.21674 -0.700
N 1.36199 1.02694 0.96532 -0.216
C 0.47703 1.86517 1.58424 0.672
N 0.68209 3.02854 2.15116 -0.434
C -0.39698 3.58028 2.70380 -0.083
C -1.66527 2.99841 2.70443 -0.778
C -1.80439 1.77342 2.08673 0.053
N -0.72875 1.22374 1.53366 -0.455
H 7.25118 0.24312 4.58708 0.192
H 7.13340 1.93108 4.87656 0.191
H 5.93518 -0.87293 2.89056 0.324
H 4.23431 -0.68964 1.12153 0.418
H 3.91772 3.52865 1.85147 0.471
H 5.63110 3.35596 3.61813 0.315
H -0.24453 4.54145 3.18038 0.445
H -2.50350 3.48899 3.17334 0.409
H -2.73947 1.23440 2.02202 0.465
F -1.12695 1.22593 -6.64835 -0.341
C -0.10417 0.52538 -6.11261 0.481
C -0.13948 0.23549 -4.77758 -0.729
C 0.86891 -0.52976 -4.19614 0.718
C 0.78653 -0.83538 -2.75215 1.468
O -0.14576 -0.38591 -2.08090 -0.796
C 1.86433 -1.65472 -2.25780 -0.648
C 2.86060 -2.03716 -3.10467 -0.241
N 2.94141 -1.72243 -4.41173 0.301
C 4.04570 -2.21499 -5.20549 -0.284
C 5.42125 -2.19510 -4.61697 -1.008
C 5.06717 -1.23549 -5.71265 -0.441
C 1.92585 -0.97506 -4.99626 -0.305
C 1.95804 -0.64667 -6.35474 -0.660
C 0.94663 0.10127 -6.93757 -1.163
N 1.03111 0.41629 -8.31484 0.284
C 1.20324 -0.65995 -9.27707 -0.700
C 2.26308 -0.22030 -10.29354 -0.747
N 2.21676 1.28829 -10.37935 -0.153
C 0.80163 1.78446 -10.30251 -0.748
C 0.27645 1.52705 -8.88238 -0.696
C 2.07199 -2.08668 -0.83987 0.518
O 3.08079 -2.65863 -0.50984 -0.645
O 1.08044 -1.95521 0.04670 -0.629
H -0.96256 0.57820 -4.16527 0.555
H 3.67245 -2.63179 -2.71125 0.837
H 3.78299 -3.05302 -5.84051 0.436
H 6.06307 -3.03272 -4.84550 0.263
H 5.54402 -1.78190 -3.62598 0.349
H 5.47889 -1.40115 -6.69874 0.307
H 4.93094 -0.20098 -5.42750 0.244
H 2.80045 -0.95488 -6.95693 0.808
H 0.25832 -0.89243 -9.78262 0.319
H 1.52943 -1.56965 -8.78166 0.499
H 2.08146 -0.61150 -11.29254 0.371
H 3.27106 -0.48331 -9.97932 0.434
H 2.67370 1.61290 -11.23122 0.343
H 2.73292 1.66707 -9.58337 0.379
H 0.24799 1.23292 -11.05995 0.360
H 0.78619 2.84063 -10.55924 0.391
H -0.79875 1.34329 -8.95075 0.400
H 0.42395 2.40855 -8.25988 0.512
C -3.34275 -3.54113 0.18855 -0.895
C -2.34913 -2.49535 0.32175 0.501
N -1.55739 -1.68216 0.42786 -0.320
H -4.20615 -3.30540 0.80849 0.324
H -2.90501 -4.48442 0.51268 0.302
H -3.64740 -3.61565 -0.85407 0.299

No. 2
70
Properties=species:S:1:pos:R:3:nbo_charge:R:1 method="wB97M-V/def2-TZVPD" lumo_ev="-4.04 / -3.98" multiplicity=2 total_charge=+1 relative_energy_ev=0.551 homo_energy_ev="-10.84 / -10.84"
Re 0.86237 0.40311 -0.07716 1.678
O -0.21153 -0.19384 -1.67855 -0.695
C -1.40329 0.23904 -2.01023 0.417
C -1.82563 0.06920 -3.34093 -0.276
C -3.09671 0.42142 -3.72151 -0.110
C -4.02396 0.94348 -2.80264 -0.260
C -3.63932 1.11522 -1.50455 -0.104
C -2.32641 0.79026 -1.07736 -0.274
C -2.03207 0.97981 0.29336 0.264
N -0.87497 0.83779 0.88027 -0.537
C -0.79449 1.05530 2.34297 -0.242
C 0.55654 0.54897 2.84564 -0.236
N 1.55016 0.90276 1.82929 -0.452
C 2.55027 1.63811 2.13880 0.200
C 3.43217 2.20556 1.14713 -0.216
C 4.67001 2.73088 1.53189 -0.129
C 5.51142 3.30549 0.60365 -0.217
C 5.11044 3.39039 -0.72738 -0.146
C 3.87845 2.90627 -1.12777 -0.259
C 3.04587 2.31058 -0.19291 0.388
O 1.82679 1.87230 -0.65249 -0.614
H -1.11946 -0.35231 -4.04327 0.239
H -3.39394 0.28350 -4.75343 0.230
H -5.02377 1.19970 -3.12124 0.235
H -4.33716 1.50829 -0.77483 0.220
H -2.86682 1.28444 0.92486 0.205
H -0.87549 2.12805 2.53356 0.215
H -1.61393 0.54515 2.84989 0.229
H 0.79865 0.99669 3.81020 0.221
H 0.54826 -0.53394 2.95990 0.219
H 2.72725 1.88350 3.18456 0.199
H 4.96293 2.66887 2.57274 0.224
H 6.47315 3.69347 0.90776 0.234
H 5.76379 3.84608 -1.45922 0.233
H 3.54601 2.97659 -2.15400 0.242
C -2.38182 -4.32116 2.79068 -0.545
C -3.30900 -4.34964 1.56625 -0.552
S -3.47832 -2.79706 0.64073 0.203
C -2.28164 -2.98876 -0.69947 -0.547
C -0.82248 -3.18096 -0.31031 -0.544
S -0.26509 -2.08805 1.03088 0.234
C 0.99311 -3.16278 1.79133 -0.551
C 0.45096 -3.97527 2.95951 -0.540
S -0.80956 -5.21741 2.56642 0.195
H -2.88756 -4.79337 3.63198 0.231
H -2.15374 -3.29477 3.07176 0.231
H -4.32287 -4.58129 1.89202 0.241
H -3.02155 -5.13607 0.86649 0.231
H -2.41471 -2.09260 -1.29749 0.232
H -2.57780 -3.82937 -1.32991 0.237
H -0.17673 -3.03403 -1.17727 0.244
H -0.67337 -4.18781 0.07639 0.249
H 1.80681 -2.51596 2.12653 0.261
H 1.40663 -3.80658 1.01379 0.239
H 0.06374 -3.32218 3.74336 0.219
H 1.27627 -4.54106 3.39561 0.244
Br 2.58148 -5.11289 -4.10724 0.078
C 3.30294 -4.54013 -2.45582 -0.077
C 4.24056 -5.32829 -1.80643 -0.209
C 4.76212 -4.90343 -0.59148 -0.199
C 4.34241 -3.70931 -0.02942 -0.181
C 3.39744 -2.93120 -0.69029 -0.113
C 2.87927 -3.33964 -1.91538 -0.231
C 2.91746 -1.67925 -0.03800 0.786
O 3.28402 -1.31936 1.05809 -0.627
O 2.00719 -1.02630 -0.76850 -0.716
H 4.56070 -6.26196 -2.24766 0.238
H 5.49770 -5.51379 -0.08523 0.229
H 4.73317 -3.36770 0.91923 0.238
H 2.16222 -2.72059 -2.43468 0.248

No. 3
84
Properties=species:S:1:pos:R:3:mulliken_charge:R:1 method="wB97M-V/def2-TZVPD" lumo_ev=-5.39 total_charge=+2 homo_energy_ev=-13.03
Mg 28.51398 -5.92428 17.12163 1.476
Mg 25.62299 -8.59987 14.39499 1.530
Cd 31.55346 -10.01993 15.99992 0.818
N 28.87856 -8.25877 14.86380 -0.168
O 27.82693 -8.37072 14.25371 -0.010
O 29.74283 -9.13713 15.03880 -0.077
O 29.08902 -7.15829 15.43747 -0.106
N 30.26207 -8.19308 18.55044 0.618
O 30.91604 -8.99644 17.80924 -0.581
O 29.97925 -8.50273 19.69452 -0.518
O 29.88870 -7.09121 18.06134 -0.449
N 26.60199 -8.51721 17.44785 0.705
O 27.27518 -7.45763 17.46012 -0.313
O 26.71699 -9.35981 18.32514 -0.559
O 25.90881 -8.73228 16.41311 -0.557
N 26.02027 -5.36047 14.95340 0.518
O 25.64256 -6.51789 14.57745 -0.580
O 26.89955 -5.29223 15.84811 -0.701
O 25.49570 -4.37040 14.49027 -0.550
N 30.12568 -7.69421 10.18113 0.061
C 29.87753 -7.90152 11.50867 -1.105
C 29.93260 -6.68541 12.15469 1.331
C 30.11315 -5.70408 11.13060 -1.049
C 30.22767 -6.34509 9.92838 -0.951
H 30.06791 -8.36196 9.43349 0.233
H 29.80091 -8.90471 11.89887 0.401
H 29.84646 -6.54813 13.21939 0.099
H 30.08599 -4.64783 11.34797 0.496
H 30.34267 -6.11616 8.88155 0.470
N 29.64831 -4.51671 16.50861 0.295
C 30.41593 -3.81876 17.38137 -0.093
C 31.39083 -2.89946 17.05555 -0.853
C 31.49430 -2.49997 15.73094 -0.305
C 30.68788 -3.15215 14.80588 -0.835
C 29.80119 -4.11905 15.22283 0.037
H 30.35899 -4.11976 18.42277 0.420
H 32.08890 -2.47875 17.76502 0.469
H 32.25038 -1.78845 15.42671 0.436
H 30.80408 -2.95123 13.74978 0.443
H 29.16592 -4.55328 14.46208 0.390
N 25.72995 -8.65146 12.33988 0.098
C 25.33168 -9.64323 11.51100 -0.109
C 25.60768 -9.68585 10.15887 -0.818
C 26.32272 -8.66862 9.57113 -0.320
C 26.78902 -7.63811 10.38314 -1.036
C 26.46925 -7.68902 11.72654 0.116
H 24.73690 -10.44896 11.92173 0.429
H 25.18334 -10.50103 9.58908 0.442
H 26.54523 -8.69669 8.51240 0.455
H 27.39474 -6.85838 9.94568 0.586
H 26.94456 -7.01293 12.42420 0.285
N 32.63360 -8.35518 15.30111 -0.180
C 32.75313 -8.02223 13.99275 0.044
C 33.31284 -6.85888 13.52568 -0.691
C 33.79529 -5.93603 14.44016 -0.073
C 33.67260 -6.23863 15.80323 -0.777
C 33.11642 -7.43840 16.17013 -0.111
H 32.33654 -8.77964 13.34227 0.330
H 33.23717 -6.54530 12.49372 0.402
H 34.09181 -4.94937 14.11331 0.453
H 33.95633 -5.51250 16.54968 0.467
H 33.01783 -7.63413 17.22985 0.460
N 30.40650 -11.63653 16.69329 0.044
C 30.84062 -12.91345 16.79841 -0.259
C 30.14617 -13.93723 17.43249 -0.593
C 28.93118 -13.60742 18.01555 -0.285
C 28.45638 -12.32459 17.84393 -0.661
C 29.15702 -11.37914 17.16841 0.646
H 31.72946 -13.14749 16.22654 0.357
H 30.48069 -14.95978 17.52368 0.441
H 28.35084 -14.34793 18.54959 0.486
H 27.50143 -12.00649 18.24801 0.519
H 28.80106 -10.35968 17.14761 -0.350
N 25.99151 -10.66534 14.34567 0.469
C 25.22027 -11.40253 15.18565 -0.323
C 25.39188 -12.74549 15.44371 -0.720
C 26.44424 -13.42507 14.84157 -0.335
C 27.31014 -12.69156 14.05944 -0.789
C 27.04031 -11.34597 13.84164 0.043
H 24.45359 -10.84289 15.70812 0.341
H 24.78840 -13.27534 16.16714 0.451
H 26.73842 -14.43772 15.08672 0.472
H 28.18823 -13.13171 13.60880 0.478
H 27.70330 -10.80017 13.18250 0.225